# 1
An isolated ion of composition C3H3N2O and charge +1. Source: the Open Molecules 2025 dataset; level of theory: ωB97M-V with the def2-TZVPD basis set.

Structure (XYZ):
```
9
Properties=species:S:1:pos:R:3
C -1.473 -0.693 -0.042
C -0.958 0.910 0.059
C 0.834 -0.509 0.058
N -2.163 0.487 0.053
N 0.324 0.853 0.029
O -0.399 -1.288 0.129
H 1.521 -0.583 -0.883
H 1.439 -0.826 0.807
H 0.874 1.649 -0.210
```

The value obtained for the energy above the lowest of the compared OMol25 structures with the same formula, charge and spin is 130.9 kcal/mol. The net charge is +1. For the HOMO energy (spin up / spin down), the calculation gives -14.964 / -14.965 eV. The calculated total energy comes out at -8173.23247 eV. Its SMILES is C1[NH+]=C2N=C2O1.

These are the Mulliken partial charges, in e, on atoms 1 to 8:
1 C 0.45
2 C 0.46
3 C -0.28
4 N -0.25
5 N -0.07
6 O -0.17
7 H 0.30
8 H 0.30

# 2
C12H18CaCl3O21 as an isolated structure. Source: the Open Molecules 2025 dataset; level of theory: ωB97M-V with the def2-TZVPD basis set.

Structure (XYZ):
```
55
Properties=species:S:1:pos:R:3
Ca -5.666 -10.844 8.882
Cl -5.193 -7.256 10.612
O -5.075 -8.612 10.127
O -3.945 -6.943 11.305
O -5.244 -6.448 9.426
O -6.491 -6.942 11.266
Cl -8.495 -12.054 10.505
O -8.447 -12.718 11.732
O -7.779 -10.846 10.626
O -7.731 -12.675 9.468
O -9.949 -11.853 10.239
Cl -2.666 -12.490 10.127
O -2.628 -13.733 9.343
O -4.037 -12.247 10.468
O -1.967 -12.653 11.368
O -2.217 -11.326 9.375
C -3.693 -5.245 6.951
C -3.547 -6.419 6.091
C -2.202 -7.087 5.959
O -2.479 -8.507 6.343
C -3.730 -8.596 6.827
O -4.167 -9.656 7.332
O -4.390 -7.456 6.730
H -4.672 -4.766 6.965
H -3.037 -4.458 6.577
H -3.420 -5.699 7.903
H -3.895 -6.131 5.099
H -1.542 -6.531 6.624
H -1.735 -7.104 4.974
C -11.038 -11.986 6.817
C -9.892 -11.239 6.159
C -10.111 -9.721 5.916
O -9.169 -9.127 6.882
C -8.245 -9.983 7.141
O -7.174 -9.749 7.600
O -8.701 -11.264 6.927
H -10.801 -13.040 6.667
H -11.982 -11.879 6.284
H -11.320 -11.741 7.841
H -9.518 -11.567 5.190
H -11.121 -9.381 6.144
H -9.885 -9.660 4.851
C -8.032 -15.458 4.950
C -6.802 -14.485 4.881
C -7.093 -13.071 4.338
O -6.219 -12.229 5.171
C -5.847 -12.999 6.128
O -5.293 -12.404 7.107
O -6.401 -14.148 6.191
H -8.159 -15.897 3.960
H -8.923 -15.025 5.406
H -7.811 -16.202 5.716
H -5.948 -14.895 4.341
H -8.127 -12.730 4.387
H -6.812 -13.140 3.287
```

The net charge is -1. For the HOMO energy, the calculation gives -6.274 eV. The calculated total energy comes out at -111721.56952 eV.

These are the Mulliken partial charges, in e, on atoms 1 to 8:
1 Ca 2.13
2 Cl 1.59
3 O -0.77
4 O -0.65
5 O -0.67
6 O -0.64
7 Cl 1.84
8 O -0.69

# 3
A 2-piece molecular cluster, C4H10NO overall. Source: the Open Molecules 2025 dataset; level of theory: ωB97M-V with the def2-TZVPD basis set.

Structure (XYZ):
```
16
Properties=species:S:1:pos:R:3
C -1.516 -0.991 -0.342
C 0.118 0.815 -0.103
C -0.136 1.985 0.736
C 1.271 -1.286 -0.521
N 0.552 -0.369 0.277
O -1.538 -1.487 -1.435
H -1.789 0.035 -0.003
H -1.083 -1.489 0.478
H 0.145 0.921 -1.188
H 0.624 2.011 1.596
H -1.190 1.888 1.235
H -0.127 2.886 0.119
H 1.948 -1.760 0.185
H 0.530 -1.955 -1.021
H 1.724 -0.705 -1.365
H 0.468 -0.497 1.352
```

The value obtained for the energy above the lowest of the compared OMol25 structures with the same formula, charge and spin is 74.5 kcal/mol. The net charge is +1. For the HOMO energy, the calculation gives -14.765 eV. The calculated total energy comes out at -7838.08591 eV.

These are the Mulliken partial charges, in e, on atoms 1 to 8:
1 C -0.04
2 C 0.00
3 C -0.90
4 C -0.65
5 N -0.30
6 O -0.39
7 H 0.22
8 H 0.33

# 4
C41H48ClN4NaO7S2 as an isolated structure. Source: the Open Molecules 2025 dataset; level of theory: ωB97M-V with the def2-TZVPD basis set.

Structure (XYZ):
```
104
Properties=species:S:1:pos:R:3
Na -0.620 -0.298 0.107
Cl -4.063 5.976 2.097
C -3.322 4.381 2.055
C -4.130 3.244 1.900
C -3.562 2.001 1.843
C -2.140 1.784 1.958
O -1.642 0.631 1.884
C -1.353 2.983 2.107
C 0.088 2.936 2.139
N 0.781 1.891 2.359
C 2.160 1.943 2.323
C 2.925 2.908 2.940
C 4.336 2.852 2.898
C 4.979 1.832 2.254
C 4.221 0.813 1.620
C 4.808 -0.281 0.939
C 4.005 -1.205 0.336
C 2.599 -1.039 0.407
N 2.026 -0.060 1.047
C 2.814 0.865 1.650
C -1.960 4.248 2.131
H -5.203 3.362 1.806
H -4.172 1.118 1.686
H 0.591 3.892 1.911
H 2.429 3.702 3.484
H 4.909 3.629 3.389
H 6.061 1.784 2.219
H 5.890 -0.358 0.897
H 4.415 -2.044 -0.212
H 1.931 -1.733 -0.092
H -1.336 5.132 2.212
N 1.887 -1.965 -2.886
C 0.574 -1.302 -2.826
O 0.384 -0.442 -1.826
C -0.014 -1.043 -4.210
C -0.550 -2.175 -3.336
H 1.918 -2.585 -2.079
H 2.556 -1.228 -2.666
H 0.556 -1.326 -5.087
H -0.656 -0.176 -4.320
H -0.335 -3.188 -3.658
H -1.518 -2.013 -2.876
C -2.717 4.295 -1.319
S -2.140 3.205 -2.634
C -2.634 1.636 -1.899
H -3.797 4.218 -1.189
H -2.463 5.320 -1.589
H -2.234 4.044 -0.374
H -2.164 1.498 -0.929
H -2.327 0.813 -2.539
H -3.715 1.603 -1.767
C 2.260 2.127 -5.451
C 2.717 2.495 -4.042
C 1.637 2.195 -3.014
S 2.228 1.830 -1.351
O 3.450 0.971 -1.516
C 2.891 3.477 -0.875
C 4.337 3.730 -1.270
C 4.913 4.939 -0.539
H 3.030 2.354 -6.192
H 1.353 2.671 -5.726
H 2.031 1.062 -5.505
H 2.988 3.554 -4.010
H 3.610 1.922 -3.782
H 1.090 1.279 -3.244
H 0.898 2.992 -2.908
H 2.807 3.492 0.216
H 2.205 4.233 -1.267
H 4.419 3.869 -2.348
H 4.910 2.832 -1.033
H 4.346 5.847 -0.761
H 5.953 5.118 -0.822
H 4.881 4.787 0.543
O -4.867 -1.873 -1.095
C -3.857 -1.833 -0.368
O -2.796 -1.185 -0.541
C -3.918 -2.689 0.906
C -3.194 -2.329 2.037
C -3.193 -3.123 3.187
C -3.922 -4.286 3.137
O -4.038 -5.275 4.107
C -4.992 -6.191 3.594
O -5.250 -5.878 2.236
C -4.645 -4.642 2.020
C -4.681 -3.862 0.893
H -2.625 -1.407 2.012
H -2.626 -2.847 4.066
H -5.923 -6.112 4.172
H -4.588 -7.205 3.659
H -5.257 -4.114 0.013
C -1.211 -6.797 1.526
C -0.697 -5.408 1.264
C -1.051 -4.715 0.116
C -0.591 -3.419 -0.073
N 0.194 -2.794 0.803
C 0.556 -3.467 1.891
C 0.142 -4.760 2.164
H -2.244 -6.893 1.191
H -1.169 -7.033 2.590
H -0.616 -7.540 0.988
H -1.718 -5.154 -0.616
H -0.884 -2.848 -0.945
H 1.191 -2.931 2.590
H 0.444 -5.244 3.086
```

The net charge is -2. For the HOMO energy, the calculation gives -1.914 eV. The calculated total energy comes out at -102200.77871 eV.

These are the Mulliken partial charges, in e, on atoms 1 to 8:
1 Na 0.32
2 Cl -0.32
3 C 0.44
4 C -0.82
5 C -0.25
6 C 0.24
7 O -0.76
8 C 0.51

# 5
C3H4N2O in the gas phase. Source: the Open Molecules 2025 dataset; level of theory: ωB97M-V with the def2-TZVPD basis set.

Structure (XYZ):
```
10
Properties=species:S:1:pos:R:3
N 0.962 1.161 0.664
C -0.285 0.598 0.356
N -1.276 1.203 -0.185
O -1.412 -0.445 -1.558
C -0.638 -1.243 -0.913
C -0.065 -0.810 0.231
H 1.318 1.002 1.590
H 1.105 2.062 0.256
H -0.444 -2.273 -1.237
H 0.735 -1.254 0.796
```

The value obtained for the energy above the lowest of the compared OMol25 structures with the same formula, charge and spin is 114.8 kcal/mol. For the HOMO energy (spin up / spin down), the calculation gives -9.143 / -8.785 eV. The calculated total energy comes out at -8198.90627 eV.

These are the Mulliken partial charges, in e, on atoms 1 to 8:
1 N -0.44
2 C 0.72
3 N -0.46
4 O -0.44
5 C 0.00
6 C -0.47
7 H 0.23
8 H 0.22

# 6
C6H4Cl2N2NdO3Tm as an isolated structure. Source: the Open Molecules 2025 dataset; level of theory: ωB97M-V with the def2-TZVPD basis set.

Structure (XYZ):
```
19
Properties=species:S:1:pos:R:3
Tm -0.307 0.322 -3.298
Nd 1.043 0.514 0.015
Cl -0.618 -1.534 -1.520
Cl -0.302 2.417 -1.696
C 2.094 2.479 0.710
C 0.867 -1.400 -4.380
C 0.956 1.549 -4.872
O 2.628 3.460 1.021
O 1.207 -2.367 -4.954
O 1.361 2.234 -5.715
N -1.660 -0.539 3.400
C -1.018 -1.769 3.153
C -0.190 -1.595 2.111
N -0.259 -0.227 1.692
C -1.184 0.335 2.492
H -2.345 -0.315 4.133
H -1.210 -2.652 3.754
H 0.443 -2.248 1.549
H -1.505 1.336 2.405
```

The net charge is +4. For the HOMO energy (spin up / spin down), the calculation gives -22.538 / -22.541 eV. The calculated total energy comes out at -85215.82414 eV. As for the spin multiplicity: 6.

These are the Mulliken partial charges, in e, on atoms 1 to 8:
1 Tm 1.82
2 Nd 1.90
3 Cl -0.30
4 Cl -0.30
5 C 0.14
6 C -0.02
7 C -0.06
8 O 0.09

# 7
A 2-piece molecular cluster, C6H13NO overall. Source: the Open Molecules 2025 dataset; level of theory: ωB97M-V with the def2-TZVPD basis set.

Structure (XYZ):
```
21
Properties=species:S:1:pos:R:3
C -1.733 0.262 -1.330
C -0.540 0.564 -0.429
C 0.707 0.829 -1.248
C -0.659 1.449 0.719
C -1.632 -0.931 -2.127
N 1.037 -1.822 2.404
C 1.483 -0.508 1.743
O -2.374 -1.299 -3.049
H -2.714 0.681 -1.273
H -0.635 -1.492 -2.208
H -0.414 -0.416 -0.119
H 1.513 0.687 -0.559
H 0.695 0.004 -1.968
H 0.634 1.773 -1.712
H 0.108 0.972 1.355
H -1.586 1.591 1.126
H -0.210 2.406 0.369
H 2.028 -2.135 2.586
H 0.638 -2.163 1.542
H 1.134 0.253 2.504
H 2.517 -0.708 1.674
```

The value obtained for the energy above the lowest of the compared OMol25 structures with the same formula, charge and spin is 218.5 kcal/mol. For the HOMO energy, the calculation gives -7.092 eV. The calculated total energy comes out at -9961.69931 eV.

These are the Mulliken partial charges, in e, on atoms 1 to 8:
1 C -0.56
2 C 0.78
3 C -1.15
4 C -0.69
5 C -0.07
6 N -0.62
7 C -0.61
8 O -0.52

# 8
C6H9O4Tb as an isolated structure. Source: the Open Molecules 2025 dataset; level of theory: ωB97M-V with the def2-TZVPD basis set.

Structure (XYZ):
```
20
Properties=species:S:1:pos:R:3
O -0.426 0.220 2.626
C -0.452 0.963 1.603
O -1.310 0.739 0.704
O 0.663 1.632 1.362
C 1.680 1.227 0.418
Tb -2.708 -0.755 2.322
H 1.060 0.388 0.061
H 2.453 1.597 1.113
C 2.692 2.529 -0.730
C 3.012 1.449 -1.595
H 1.863 3.207 -0.955
H 3.554 2.998 -0.241
H 2.988 1.642 -2.673
C 2.681 0.151 -1.155
C 2.153 -0.797 -2.207
O 1.619 -1.951 -1.582
H 3.247 -0.358 -0.366
H 2.980 -1.071 -2.885
H 1.383 -0.296 -2.818
H 0.843 -2.237 -2.069
```

The value obtained for the energy above the lowest of the compared OMol25 structures with the same formula, charge and spin is 142.7 kcal/mol. The net charge is +1. For the HOMO energy (spin up / spin down), the calculation gives -10.174 / -10.174 eV. The calculated total energy comes out at -36977.51667 eV. As for the spin multiplicity: 8.

These are the Mulliken partial charges, in e, on atoms 1 to 8:
1 O -0.85
2 C 1.45
3 O -0.86
4 O -0.38
5 C -0.50
6 Tb 1.37
7 H 0.30
8 H 0.33

# 9
C24H2Cl3F15GeIrO2S as an isolated structure. Source: the Open Molecules 2025 dataset; level of theory: ωB97M-V with the def2-TZVPD basis set.

Structure (XYZ):
```
49
Properties=species:S:1:pos:R:3
Ir -0.329 0.350 0.247
Cl 6.032 -0.593 3.465
C 4.340 -0.352 3.106
C 3.912 -0.333 1.794
C 2.569 -0.138 1.542
Cl 2.037 -0.134 -0.138
C 1.582 0.041 2.532
O 0.323 0.209 2.302
C 2.097 0.004 3.853
Cl 0.976 0.204 5.157
C 3.431 -0.184 4.140
H 4.609 -0.467 0.978
H 3.759 -0.200 5.170
F -7.574 0.467 -0.617
C -7.352 0.621 0.703
C -6.061 0.500 1.188
C -5.892 0.662 2.552
F -4.698 0.567 3.128
C -6.967 0.929 3.389
F -6.785 1.080 4.704
C -8.241 1.039 2.866
F -9.276 1.295 3.667
C -8.442 0.884 1.505
F -9.674 0.989 0.995
Ge -4.644 0.146 -0.142
S -2.694 0.141 0.678
C -4.859 1.646 -1.427
C -5.221 1.519 -2.754
F -5.493 0.311 -3.278
C -5.339 2.606 -3.602
F -5.691 2.447 -4.883
C -5.096 3.875 -3.111
F -5.208 4.935 -3.914
C -4.747 4.045 -1.783
F -4.528 5.274 -1.310
C -4.637 2.933 -0.966
F -4.317 3.139 0.316
C -4.954 -1.595 -1.035
C -4.110 -1.968 -2.068
F -3.150 -1.135 -2.483
C -4.225 -3.179 -2.723
F -3.398 -3.506 -3.720
C -5.217 -4.066 -2.339
F -5.341 -5.241 -2.957
C -6.077 -3.728 -1.311
F -7.032 -4.587 -0.937
C -5.932 -2.504 -0.681
F -6.789 -2.239 0.320
O -0.146 2.166 0.035
```

The value obtained for the energy above the lowest of the compared OMol25 structures with the same formula, charge and spin is 0.0 kcal/mol. The net charge is -1. For the HOMO energy (spin up / spin down), the calculation gives -4.371 / -5.556 eV. The calculated total energy comes out at -177532.16894 eV. As for the spin multiplicity: 5.

These are the Mulliken partial charges, in e, on atoms 1 to 8:
1 Ir 1.22
2 Cl -0.25
3 C 0.52
4 C -0.98
5 C 0.68
6 Cl -0.33
7 C 0.11
8 O -1.00

Q: Which value of calculated total energy does entry 8 give?
A: -36977.51667 eV

Q: The highest calculated total energy belongs to which entry?
A: C4H10NO